Record 1
56
Properties=species:S:1:pos:R:3 method="wB97M-V/def2-TZVPD" s2=6.12 homo_lumo_gap_ev="3.80 / 5.43" total_charge=-1 e_lumo_ev="2.6 / 2.6" energy_ev=-65771.13235 multiplicity=5
Fe 2.341 0.015 2.604
O -6.062 -0.084 3.047
N -0.999 -0.917 0.080
N -2.071 -1.635 -3.966
C 1.167 0.968 1.233
C 2.817 -1.648 3.633
C 0.715 0.653 3.509
C 0.411 0.173 2.134
C 4.343 -0.099 2.731
C -3.842 0.882 2.843
C -0.678 -0.808 1.600
C -2.525 -0.620 -4.900
C 3.731 -0.570 3.961
C -4.191 -1.540 2.813
C 3.796 -0.878 1.624
C -1.128 0.101 -0.809
C -2.277 -2.933 -4.594
C 1.735 1.699 3.394
C 1.995 1.893 1.969
C -4.714 -0.225 2.905
C -1.390 -2.460 -1.751
C -1.680 -1.408 -2.669
C -0.957 -2.165 -0.466
C 2.851 -1.846 2.185
C -2.498 0.663 2.603
C -1.472 -0.090 -2.150
C -6.641 1.252 3.026
C -2.025 -0.616 2.326
C -2.856 -1.725 2.528
H -3.511 -0.918 -5.285
H 2.146 2.309 4.201
H -1.966 -2.840 -5.647
H -1.865 -0.609 -5.780
H 5.169 0.597 2.664
H -6.382 1.782 2.100
H 4.023 -0.276 4.965
H -1.523 0.781 -2.802
H -4.864 -2.369 2.997
H -2.438 -2.738 2.530
H -7.713 1.057 3.070
H 4.129 -0.840 0.594
H 2.392 -2.657 1.640
H -2.590 0.382 -4.478
H -3.353 -3.166 -4.632
H -0.836 1.094 -0.469
H -1.812 1.514 2.668
H -1.739 -3.764 -4.133
H -4.215 1.894 3.023
H -6.323 1.841 3.896
H -0.473 -2.923 0.170
H 0.218 0.370 4.440
H 2.576 2.686 1.519
H 2.326 -2.292 4.349
H 0.985 0.953 0.180
H -1.450 -3.514 -2.042
H -0.259 -1.829 1.708

Record 2
54
Properties=species:S:1:pos:R:3 method="wB97M-V/def2-TZVPD" s2=1.17 homo_lumo_gap_ev="6.67 / 5.74" total_charge=+1 e_lumo_ev="-2.7 / -3.9" energy_ev=-77903.73771 e_above_lowest_kcal_mol=2.5 multiplicity=2
Ti 0.162 -1.407 0.831
P 0.041 -3.668 0.354
P -1.608 3.152 0.605
F 0.997 0.739 3.235
F 0.479 -1.307 4.251
F -0.916 0.537 4.533
F -0.928 -0.694 2.226
O 2.889 -1.811 2.459
N -0.199 -0.170 -0.611
C -2.145 2.252 -2.616
C 2.130 0.529 -0.822
C 1.154 -0.545 -0.896
C 1.874 -1.682 1.892
C 0.172 2.911 -2.610
C 0.446 -2.990 -1.341
C 1.441 -4.736 0.738
C -2.686 4.579 0.700
C -0.575 1.007 -1.237
C -1.393 -4.723 0.120
C 1.485 -1.875 -1.303
C -2.665 1.800 -0.173
C 1.602 1.845 -0.816
C 2.833 -2.151 -1.556
C 3.483 0.139 -0.957
C 3.803 -1.166 -1.348
C 0.437 1.952 -1.597
C -1.084 2.956 -3.196
C -1.903 1.535 -1.415
C -1.425 2.499 2.269
B 0.115 -0.055 3.907
H -2.586 5.148 -0.231
H -3.736 4.298 0.860
H 1.899 -4.408 1.676
H 4.264 0.896 -0.847
H 2.228 2.703 -0.579
H -3.155 2.355 -3.013
H 3.120 -3.158 -1.877
H -0.642 3.048 2.795
H -1.242 3.560 -4.094
H -0.336 3.497 -0.019
H 4.846 -1.426 -1.529
H -3.675 2.194 -0.346
H -2.366 2.554 2.843
H -2.058 -4.584 0.982
H -1.100 -5.780 0.071
H -1.157 1.438 2.177
H 1.085 -5.765 0.856
H -2.674 0.945 0.523
H -1.936 -4.442 -0.795
H 2.204 -4.691 -0.047
H 0.853 -3.886 -1.825
H -2.351 5.183 1.553
H -0.493 -2.696 -1.836
H 0.991 3.565 -2.923

Record 3
17
Properties=species:S:1:pos:R:3 method="wB97M-V/def2-TZVPD" smiles="O[C@@H]1C=CC1.CO" homo_lumo_gap_ev=10.59 e_lumo_ev=0.8 energy_ev=-9439.75562 e_above_lowest_kcal_mol=75.8
O 1.055 1.465 -0.033
O 0.081 -1.791 1.167
C -0.458 -0.098 -1.440
C -1.399 1.108 0.004
C -1.768 0.028 -0.695
C -0.124 1.287 -0.781
C 1.365 -1.283 1.486
H 1.778 1.637 -0.649
H 1.439 -1.001 2.546
H 1.623 -0.407 0.880
H -0.555 -1.077 1.307
H 2.080 -2.084 1.286
H -2.691 -0.541 -0.758
H 0.152 -0.914 -1.043
H -0.484 -0.137 -2.535
H -1.867 1.713 0.775
H -0.226 2.096 -1.517